The following is a DFT calculation (wB97M-V/def2-TZVPD) of a molecular structure, C37H78CuF9N7O16S7 at a distorted geometry.

Geometry (Å):
Cu: -0.70503 -0.67328 1.22430
C: -0.44299 -6.61488 1.93029
C: -1.33554 -6.28492 0.77559
C: -0.50876 -6.50357 -0.50410
N: -1.20901 -6.34515 -1.84712
C: -1.69004 -4.92289 -1.93272
C: -2.37354 -4.63129 -3.28032
C: -1.38350 -4.76963 -4.40482
C: -0.74096 -6.16914 -4.36457
C: -0.09849 -6.54761 -2.98130
C: -2.29533 -7.45919 -1.95798
H: 0.34307 -5.87046 2.08454
H: -0.10367 -7.65528 2.00680
H: -1.03745 -6.49783 2.84289
H: -1.68537 -5.25135 0.81345
H: -2.25997 -6.85860 0.79390
H: -0.08228 -7.48956 -0.55490
H: 0.24865 -5.74619 -0.43776
H: -0.77158 -4.40106 -1.66203
H: -2.39724 -4.72170 -1.12635
H: -2.81404 -3.63443 -3.32228
H: -3.19961 -5.28254 -3.53293
H: -0.51646 -4.10466 -4.20034
H: -1.84574 -4.60986 -5.37799
H: 0.04571 -6.22423 -5.10217
H: -1.54767 -6.88742 -4.51896
H: 0.72429 -5.90482 -2.64868
H: 0.22489 -7.60942 -2.95614
H: -3.10625 -7.26746 -1.25195
H: -1.84151 -8.41423 -1.73570
H: -2.67587 -7.46611 -2.97762
C: 5.25124 -0.75409 3.49643
C: 4.81228 -0.46143 2.02844
C: 6.03433 0.25592 1.45646
N: 5.80105 0.73774 -0.06829
C: 4.93785 2.04178 -0.02151
C: 4.80839 2.70652 -1.39884
C: 6.26659 3.07673 -1.90371
C: 7.11231 1.80727 -2.02873
C: 7.17627 1.08014 -0.69417
C: 5.10425 -0.31053 -0.87418
H: 5.69155 0.08550 3.99664
H: 6.05570 -1.45367 3.58569
H: 4.51488 -1.27428 4.12866
H: 3.89418 0.10994 1.87991
H: 4.74120 -1.42666 1.52345
H: 6.86865 -0.43522 1.34063
H: 6.36870 1.14534 1.98866
H: 5.45350 2.76201 0.60249
H: 3.93120 1.85011 0.36537
H: 4.15220 3.58382 -1.36032
H: 4.48033 1.93685 -2.08388
H: 6.77463 3.68167 -1.13719
H: 6.18512 3.64415 -2.83334
H: 8.13627 2.08786 -2.32706
H: 6.71067 1.12704 -2.77632
H: 7.71101 1.71915 0.00756
H: 7.74113 0.18707 -0.86694
H: 5.07294 0.05038 -1.90908
H: 4.12842 -0.50942 -0.44614
H: 5.67847 -1.21085 -0.74868
C: -3.44327 6.80735 4.08969
C: -3.76485 5.84746 5.23166
C: -3.80866 4.43016 4.61629
N: -4.14430 3.29947 5.56034
C: -4.10454 1.90509 4.80989
C: -2.70601 1.65036 4.30030
C: -1.68127 1.70787 5.50200
C: -1.73911 2.98681 6.34715
C: -3.18101 3.22883 6.76290
C: -5.51872 3.46672 6.08451
H: -2.47846 6.71633 3.58507
H: -3.36835 7.86840 4.39092
H: -4.15913 6.85318 3.30044
H: -4.68576 6.12234 5.70832
H: -2.87140 5.95387 5.82504
H: -2.79591 4.24222 4.19557
H: -4.46973 4.33728 3.75276
H: -4.80019 2.00584 4.00222
H: -4.36640 1.22396 5.60141
H: -2.41261 2.28723 3.44767
H: -2.64329 0.64789 3.87226
H: -0.72995 1.51808 5.01403
H: -1.95545 0.87620 6.17667
H: -1.34930 3.80312 5.75146
H: -1.02352 2.95496 7.16698
H: -3.30872 4.18053 7.22086
H: -3.54649 2.39629 7.36853
H: -5.44181 4.26043 6.81904
H: -5.70898 2.56265 6.66565
H: -6.29264 3.72264 5.37161
C: 0.20710 3.74537 -5.74467
C: 0.43814 2.66798 -4.59039
C: -0.35433 3.09660 -3.36285
C: -1.91617 3.02943 -3.59026
C: -2.26471 1.58548 -3.97209
C: -1.65569 1.18750 -5.28593
N: -0.05479 1.40483 -5.11025
O: 0.58062 0.65110 -5.56464
C: -2.23766 1.97746 -6.41626
C: -1.76582 -0.39295 -5.36500
C: 1.86900 2.42838 -4.21061
H: -0.85824 4.05590 -5.74176
H: 0.37488 3.34656 -6.75396
H: 0.84276 4.58050 -5.46581
H: -0.08251 4.11489 -3.04260
H: -0.14093 2.37558 -2.53057
H: -2.26877 3.80023 -4.28912
H: -2.30911 3.14628 -2.56460
H: -3.34728 1.52621 -4.10562
H: -1.96695 0.91414 -3.16578
H: -1.65873 2.02246 -7.33770
H: -2.59102 2.94513 -6.08684
H: -3.08410 1.33421 -6.72128
H: -2.82418 -0.68171 -5.43467
H: -1.35815 -0.88758 -4.48892
H: -1.26772 -0.82813 -6.23962
H: 1.87748 1.65675 -3.41680
H: 2.23260 3.37060 -3.82016
H: 2.55224 2.17353 -5.02728
N: -0.56708 -1.50551 3.07076
S: 0.98439 -1.39932 3.69434
O: 1.17540 -2.74437 4.14850
O: 1.10775 -0.25274 4.54416
F: 1.71769 -1.20731 2.38946
S: -1.75250 -2.51803 3.32245
O: -2.01415 -2.62909 4.70827
O: -1.65358 -3.53676 2.36832
F: -2.90977 -1.54092 2.70049
N: -2.15299 -0.05063 -0.09630
S: -3.21043 1.19430 0.23907
O: -4.15352 0.81339 1.27147
O: -3.67462 1.89300 -0.94333
F: -2.12095 1.97911 0.88922
S: -2.79669 -1.34557 -0.92310
O: -2.09802 -1.61426 -2.17954
O: -4.14612 -1.74877 -0.60371
F: -1.72956 -2.50207 0.12717
N: 0.75668 -1.61056 -0.38434
S: 1.64422 -2.85868 -0.05316
O: 2.98732 -2.54643 0.35201
O: 1.48137 -3.71882 -1.16146
F: 0.90559 -3.46217 1.14529
S: 0.98833 -0.84349 -1.77283
O: 0.60508 -1.70838 -2.89172
O: 2.28889 -0.26751 -1.69977
F: -0.07896 0.26831 -1.65523
C: 1.21842 3.02922 0.25408
F: 1.79201 2.45025 -0.80530
F: 1.89135 4.14580 0.48161
F: -0.02820 3.32855 -0.11753
S: 1.16322 1.98031 1.76657
O: 0.58457 0.75995 1.19624
O: 2.54142 1.87974 2.12271
O: 0.27134 2.65710 2.68482

Calculated values
**HOMO energy (alpha / beta)**: -13.307 / -13.303 eV
**Net charge**: +2
**<S²>**: 0.752
**2S+1**: 2
**Gap between HOMO and LUMO (alpha / beta)**: 7.63 / 7.18 eV